Entry 1:
85
Properties=species:S:1:pos:R:3:lowdin_spin:R:1 method="wB97M-V/def2-TZVPD" spin_multiplicity=5 total_charge=0 e_above_lowest_kcal_mol=7.95
Pt 0.1133 0.5596 0.3702 1.903
S 2.5359 0.5481 -1.3515 0.008
F -2.4914 3.7361 0.3784 0.001
F 1.1151 1.6766 4.1440 0.002
F -3.1866 3.1045 3.0476 0.002
F 3.0334 1.6133 3.1496 0.002
F 3.8750 -0.9223 2.3621 0.002
F 3.0370 -2.0246 4.0194 0.002
F -4.6930 1.5866 2.6866 0.004
F 2.7437 0.5033 4.9734 0.004
F -3.0441 2.1599 -0.9943 0.000
F 2.3004 -2.3741 2.0149 0.002
F -4.4902 2.9200 0.4240 0.001
F -2.8266 1.0461 3.6292 0.002
O -0.9793 -0.3756 -1.4055 0.053
O 1.6847 3.5367 -0.8118 0.001
O -1.3503 1.6942 1.5134 0.269
O -0.1193 2.1852 -0.9400 0.114
O -0.1474 0.2197 -3.4037 0.008
O 1.8788 -0.7579 -0.9539 0.065
O 1.5462 0.1834 1.6940 0.306
N -0.8478 2.8962 -3.2814 0.001
N -1.0424 -0.8063 1.6451 0.548
C -0.4176 -2.2332 7.0931 0.027
C -1.9064 -1.7751 3.6535 0.133
C 1.6385 -0.3187 2.9631 0.036
C -0.8401 -1.1790 2.9184 0.038
C 3.2919 0.2660 -2.9422 0.001
C 0.4761 -1.3066 4.9378 -0.013
C -1.7709 -2.1320 4.9670 -0.013
C 4.0360 0.7174 -0.3926 0.000
C -0.5728 -1.8993 5.6411 0.149
C -4.7907 -1.3415 -0.1648 0.014
C 3.7390 1.3562 -3.6715 0.000
C -0.3865 -2.0849 -2.9403 0.003
C 4.9684 -0.3607 -6.8306 0.000
C -2.3167 -0.9761 1.0566 0.034
C 3.3556 -1.0177 -3.4579 0.001
C 0.1576 3.7543 -2.6409 0.007
C -3.1811 2.6041 0.2743 0.001
C -3.3661 1.8304 2.6808 0.012
C 3.9008 -1.2082 -4.7178 0.000
C 4.3762 -0.1343 -5.4668 0.000
C -2.6899 1.5309 1.3090 0.019
C -3.9279 -2.4185 0.0151 -0.002
C 2.1429 0.8858 3.8262 0.014
C -0.5350 -0.6583 -2.5143 0.017
C 0.3918 -0.9414 3.6077 0.122
C -2.7018 -2.2401 0.6257 0.026
C 0.6638 3.1268 -1.3425 0.013
C 4.2864 1.1457 -4.9279 0.000
C 2.7342 -1.4248 2.8542 0.012
C -3.1412 0.1291 0.8591 0.026
C -4.3819 -0.0873 0.2669 -0.002
C -6.1253 -1.5182 -0.8352 0.003
H 3.6488 2.3571 -3.2636 0.000
H -0.1144 -2.1708 -3.9882 0.000
H 4.5622 1.5843 -0.7893 0.000
H 0.3883 -2.5260 -2.3118 0.001
H 4.2734 -0.9010 -7.4747 0.000
H -6.8813 -0.8785 -0.3802 0.000
H 3.7396 0.8931 0.6388 0.000
H -1.6685 2.8582 -2.6851 0.000
H 4.6281 -0.1915 -0.4899 0.000
H -1.3198 -2.6093 -2.7386 0.000
H -0.2900 1.1910 -3.1453 0.000
H -6.0659 -1.2544 -1.8932 0.001
H -1.0667 -3.0595 7.3804 0.002
H 4.6408 1.9922 -5.5036 0.000
H -2.0238 -3.0715 0.7725 0.000
H -4.2220 -3.4066 -0.3185 0.000
H -5.0580 0.7469 0.1355 0.000
H -0.2228 4.7519 -2.3974 0.000
H 2.9733 -1.8445 -2.8728 0.000
H -2.6075 -2.5785 5.4901 -0.004
H -6.4665 -2.5508 -0.7692 0.000
H -1.1323 3.2862 -4.1723 0.000
H 3.9550 -2.2094 -5.1300 0.000
H -2.8543 -1.9193 3.1586 0.006
H 1.0145 3.8828 -3.3019 0.001
H 5.2159 0.5824 -7.3155 0.000
H 5.8815 -0.9548 -6.7640 0.000
H 0.6122 -2.4980 7.3300 0.003
H 1.3936 -1.1295 5.4761 -0.003
H -0.6859 -1.3714 7.7093 0.011


Entry 2:
75
Properties=species:S:1:pos:R:3:lowdin_spin:R:1 method="wB97M-V/def2-TZVPD" spin_multiplicity=6 total_charge=+2 e_above_lowest_kcal_mol=0.00
Ir 0.2288 -0.1397 0.3219 2.434
I -0.6767 3.9129 -2.4814 0.039
S 1.5255 1.3055 -0.9498 0.813
P -1.4587 -1.4823 -1.0126 0.231
P 1.1739 -2.3099 -0.6517 0.214
F 0.0067 1.0555 2.9815 0.060
F 1.2158 -0.7482 3.0130 0.062
F -0.9424 -0.8877 2.8414 0.075
O -1.5305 1.3072 -0.0654 0.146
N -0.3773 -2.7576 -1.1380 0.057
N 3.9653 1.8944 -0.2782 0.062
N -1.1232 3.2381 1.0194 0.012
N 2.3313 1.9631 1.4819 0.067
C 4.9101 2.2247 0.6184 0.000
C -0.8174 -0.9705 -3.6552 0.022
C 3.8557 -3.1202 -4.2558 -0.001
C 1.6564 -3.4021 0.6727 0.037
C 2.8563 2.5295 3.7809 -0.002
C 4.6023 2.4589 1.9439 0.048
C -1.0344 -0.3792 -4.8920 -0.001
C 3.2384 -4.1684 -3.5800 0.003
C -3.7566 -2.9464 -1.2642 0.010
C -2.2201 3.3101 -1.1422 0.005
C -1.5977 2.5569 -0.0123 0.025
C 3.3621 -4.5157 1.9474 0.000
C -3.4220 -1.9053 0.9004 0.005
C -4.5892 -2.4982 1.3588 0.000
C 3.0017 -3.7224 0.8713 0.022
C 3.2804 2.3244 2.3645 0.000
C -3.0792 0.6004 -4.0732 0.000
C 1.0555 -4.6465 2.6428 -0.001
C -5.3250 -3.3193 0.5170 -0.001
C 2.4616 -3.9077 -2.4661 0.010
C -2.1600 0.4036 -5.0996 0.024
C 2.9116 -1.5465 -2.7045 0.011
C 0.1402 -0.1830 2.4526 0.226
C 2.3916 -4.9793 2.8269 0.029
C 2.7621 1.7906 0.2431 0.073
C 3.6986 -1.8151 -3.8163 0.001
C 0.6842 -3.8500 1.5732 0.026
C -4.9121 -3.5435 -0.7917 0.003
C -1.7393 -0.7760 -2.6272 0.031
C 2.2846 -2.5889 -2.0286 0.037
C -2.8724 0.0157 -2.8364 0.019
C -3.0026 -2.1362 -0.4079 0.040
H -2.8766 2.6537 -1.7008 0.000
H 5.9238 2.3130 0.2492 -0.001
H 2.8078 -0.5224 -2.3714 0.012
H -4.9255 -2.3154 2.3703 0.000
H -1.1735 4.2436 1.0472 0.000
H 2.7509 1.5587 4.2702 -0.001
H 0.3054 -5.0069 3.3335 -0.001
H -0.3282 -0.5390 -5.6956 0.000
H 4.1908 -1.0030 -4.3339 0.000
H -2.8484 -1.2634 1.5541 0.003
H 5.3745 2.7438 2.6448 0.002
H -0.6573 -3.7066 -1.3595 0.003
H 3.5841 3.1144 4.3382 0.000
H 3.7608 -3.3702 0.1837 0.001
H -3.5967 0.1570 -2.0423 0.001
H 1.8881 3.0253 3.8125 0.000
H 2.0016 -4.7324 -1.9330 0.000
H 0.0599 -1.5874 -3.5034 0.001
H 4.4676 -3.3274 -5.1236 0.000
H -2.7381 4.2068 -0.8158 0.000
H -6.2322 -3.7846 0.8790 0.000
H -3.9639 1.1986 -4.2474 0.000
H -0.6737 2.7536 1.7834 0.001
H -0.3592 -3.5884 1.4374 0.001
H 2.6780 -5.6059 3.6610 0.001
H -3.4534 -3.0999 -2.2937 0.000
H 4.4003 -4.7781 2.0989 0.000
H 3.3726 -5.1867 -3.9187 0.001
H -5.5000 -4.1736 -1.4452 0.001
H -2.3322 0.8534 -6.0683 0.001


Entry 3:
71
Properties=species:S:1:pos:R:3:mulliken_charge:R:1 method="wB97M-V/def2-TZVPD" spin_multiplicity=1 total_charge=0 e_above_lowest_kcal_mol=1.03
S -3.2743 0.3214 -0.6535 0.740
F -3.4366 2.3735 -2.3254 -0.217
F -4.0281 2.8482 -0.2587 -0.221
F -1.8980 2.6342 -0.7689 -0.190
O -4.6892 0.0278 -0.5566 -0.666
O -2.4404 -0.3368 -1.6476 -0.451
N 3.1066 -2.5579 3.0930 0.014
N -3.2822 -5.0577 5.2295 -0.603
N -0.2996 3.5507 -4.2224 0.114
C 1.8139 -2.8432 -0.2075 -0.901
C -2.6103 -1.8433 4.0207 -0.692
C 1.9912 0.0976 2.9722 -0.907
C 0.1647 2.4509 -3.5790 0.121
C 2.4236 -3.1265 0.9910 0.358
C -0.0210 0.0662 -3.6302 -0.792
C -3.1621 2.1640 -1.0241 0.535
C 2.4797 -2.1219 1.9757 0.470
C 1.1673 1.2274 -1.8157 -0.952
C 0.0137 4.8871 -3.7808 -0.696
C -0.2549 1.2749 -4.2299 0.401
C 0.8754 2.4616 -2.3697 0.236
C 1.2326 3.7992 -1.8034 -1.065
C 1.2364 -1.5411 -0.4386 0.754
C -0.9576 3.2043 -5.4741 -0.732
C 0.6964 -1.2395 -1.7067 -0.727
C -2.8918 -0.8758 1.7853 0.904
C -2.5645 0.2063 0.9474 -0.443
C -0.9617 1.6551 -5.4822 -0.851
C 3.4745 -3.9629 2.9912 -0.765
C 1.8805 -0.8570 1.8314 -0.658
C -3.2644 -4.1572 4.4841 0.057
C -2.4825 -0.7855 3.1497 -0.634
C 0.6206 0.0101 -2.3441 1.157
C -3.5760 -2.0767 1.3865 -0.686
C 3.0771 -4.3494 1.5418 -0.744
C 0.2662 4.8993 -2.2727 -0.590
C 3.1930 -1.7578 4.2911 -0.634
C 3.1239 -0.2673 3.9461 -0.897
C -3.7027 -3.1348 2.2767 -0.803
C -3.2047 -3.0416 3.5909 0.420
C 1.2241 -0.6069 0.6412 -0.384
H 1.2094 3.7362 -0.7102 0.384
H 2.3820 -5.1959 1.5526 0.305
H 0.3962 -2.0949 -2.3230 0.366
H 2.2643 4.0672 -2.0794 0.384
H -1.9786 3.6131 -5.5270 0.355
H 1.8124 -3.5748 -1.0151 0.476
H -4.2128 -4.0584 1.9757 0.390
H -0.3986 3.6073 -6.3340 0.316
H -0.4501 1.2767 -6.3753 0.309
H 2.1586 1.1087 2.5799 0.405
H 4.0773 0.0311 3.4916 0.329
H -2.0760 0.1723 3.4841 0.330
H 3.0095 0.3095 4.8667 0.390
H 1.8512 1.1803 -0.9636 0.953
H -0.6906 4.7549 -1.7537 0.149
H 2.3708 -2.0190 4.9845 0.302
H -0.3189 -0.8601 -4.1140 0.427
H 1.0283 0.1304 3.5052 0.271
H 2.9276 -4.5779 3.7257 0.334
H -2.2167 1.1420 1.3889 0.438
H 0.9120 5.2547 -4.3107 0.269
H 4.1352 -1.9891 4.8088 0.398
H -4.0426 -2.1296 0.3994 0.377
H 3.9506 -4.6615 0.9558 0.309
H -1.9806 1.2505 -5.5015 0.310
H 0.6526 5.8785 -1.9754 0.425
H 0.6973 0.3469 0.5204 0.775
H -0.8152 5.5612 -4.0410 0.400
H -2.2623 -1.7595 5.0537 0.418
H 4.5487 -4.1198 3.1766 0.331


Entry 4:
75
Properties=species:S:1:pos:R:3:mulliken_charge:R:1 method="wB97M-V/def2-TZVPD" total_energy_ha=-2662.36547 spin_multiplicity=1 total_charge=-1
K 3.4545 -0.3836 -0.7823 0.858
F -3.2056 2.3735 -0.3594 -0.293
O 7.6596 -2.3450 -0.3225 -0.351
O 0.9006 -0.0920 -1.2541 -0.758
O 2.6912 2.3696 -0.5210 -0.768
O 5.8064 -0.4357 -0.2863 -0.975
O 2.1072 -3.9085 -0.3346 -0.743
O 2.6271 -2.4144 -1.9499 -0.799
N -6.8140 2.3709 -1.7605 -0.101
N 3.4174 2.3977 1.6923 -0.609
N 4.3398 1.4127 1.2733 0.373
N -5.3323 0.4426 -0.2332 0.159
N -1.9361 -2.9687 -0.8392 0.239
C -0.6129 4.6809 0.4370 -0.360
C 1.8898 -2.9771 -1.1244 0.404
C -0.7687 5.1899 1.7206 -0.456
C -0.5863 -3.2914 -0.8977 -0.335
C -5.7496 1.6904 0.3589 -1.005
C 6.2949 0.1429 1.9783 1.121
C -3.6338 -1.2383 -0.5541 -0.510
C -2.3140 -1.6468 -0.7891 -0.210
C 5.2597 1.1687 2.1227 -0.755
C 7.5111 -1.6226 0.8421 0.737
C -3.9366 -4.2322 -1.7201 -0.433
C 0.1187 -1.0150 -1.1244 1.269
C -5.9097 2.8336 -0.6363 -0.640
C -1.6259 0.6772 -0.7580 -1.476
C -1.3201 -0.6678 -0.9172 0.035
C 1.3077 4.1457 2.3596 -0.149
C -2.8989 -4.0115 -0.6527 -0.237
C -3.9517 0.1102 -0.4449 -0.585
C 0.4982 3.9117 0.1200 -0.465
C 8.0838 -1.0546 3.1198 -0.881
C 2.6397 2.7216 0.6778 -0.014
C 8.2780 -1.8298 1.9633 -0.552
C 0.2026 4.9198 2.6792 -0.540
C -6.3150 1.0881 -2.3872 -0.661
C 1.4709 3.6276 1.0756 0.194
C 6.4765 -0.6119 0.7685 0.157
C -2.9232 1.0478 -0.5281 1.023
C 8.4537 -3.4901 -0.2597 -0.992
C -6.2309 0.0372 -1.2893 -0.830
C 7.1002 -0.0913 3.0998 -0.672
C -2.8147 -5.2149 -1.5371 -0.891
C 0.4328 -2.4329 -1.0705 -0.169
H 6.9224 0.5137 3.9856 0.231
H -3.2035 -4.1777 0.3770 0.340
H 0.0943 5.3176 3.6826 0.354
H 8.1420 -4.1582 0.5531 0.394
H -6.3692 3.7188 -0.1985 0.295
H 0.6690 3.5065 -0.8715 0.423
H -0.3704 -4.3448 -0.7715 0.665
H -6.8897 3.1044 -2.4629 0.344
H -7.0073 0.8310 -3.1882 0.414
H -5.3313 1.3113 -2.8009 0.365
H -1.6307 5.7990 1.9725 0.364
H -3.0326 -6.1739 -1.0909 0.259
H 8.6880 -1.2212 4.0030 0.342
H -5.0622 1.9995 1.1429 0.493
H -5.8992 -0.8994 -1.7316 0.407
H -1.3587 4.8923 -0.3242 0.387
H 5.2904 1.7473 3.0552 0.220
H -4.9314 -4.5181 -1.4055 0.280
H 9.5184 -3.2529 -0.1201 0.327
H -7.2329 -0.1391 -0.8746 0.354
H 2.0676 3.9094 3.0930 0.455
H 8.3331 -4.0059 -1.2123 0.234
H -6.7230 1.5087 0.8371 0.419
H -0.8209 1.4041 -0.7929 0.700
H -4.4112 -1.9740 -0.4010 0.857
H 9.0447 -2.5959 1.9609 0.283
H -2.0334 -5.2169 -2.2832 0.339
H -3.8791 -3.5824 -2.5829 0.226
H -4.9697 3.1009 -1.1079 0.508
H -7.7553 2.2118 -1.3970 0.369


Entry 5:
68
Properties=species:S:1:pos:R:3:lowdin_spin:R:1 method="wB97M-V/def2-TZVPD" spin_multiplicity=2 total_charge=+2 e_above_lowest_kcal_mol=0.00
Fe 0.5163 1.0240 0.9156 1.077
N 2.1399 2.0494 1.2404 -0.010
N -0.4490 -1.6179 -2.0807 -0.005
N 0.0757 0.1006 -0.6015 -0.016
N -0.1195 -2.0670 0.1575 -0.003
N -0.2853 2.4720 1.9685 -0.007
C 1.9508 3.2464 1.8337 0.002
C 0.5518 3.4916 2.2519 0.003
C -2.4625 1.3556 -1.2700 0.000
C -0.1602 -1.1893 -0.8474 0.002
C -1.1821 1.7026 -1.9787 -0.002
C -1.5609 2.5255 2.3611 0.002
C 0.2388 -2.9122 2.3669 -0.005
C 0.0232 -5.2551 -2.6242 0.000
C 0.0291 1.0726 -1.6604 0.001
C 0.8904 -0.3502 3.2961 0.004
C 3.3665 1.6706 0.8729 0.001
C 0.2804 -3.9337 -2.2960 0.000
C -1.2303 -5.6060 -3.1043 0.000
C -1.1590 2.6679 -2.9810 0.000
C 1.2076 2.3646 -3.3131 0.000
C -2.2171 -4.6429 -3.2525 0.000
C 4.4680 2.4826 1.0652 -0.001
C 0.2229 -1.8062 1.4947 0.006
C 0.5389 -0.5317 1.9546 -0.053
C -2.0713 3.6193 3.0345 -0.001
C -0.7262 -2.9847 -2.4268 0.000
C -1.9914 -3.3132 -2.9115 0.000
C 0.1068 4.6165 2.9165 0.000
C 3.0067 4.1082 2.0515 0.000
C -0.1072 -4.2904 1.8724 -0.002
C 0.0164 2.9990 -3.6390 -0.002
C 4.2813 3.7212 1.6570 0.002
C 0.5832 -2.6934 3.6868 0.012
C 0.9119 -1.4241 4.1594 -0.006
C -1.2251 4.6818 3.3063 0.004
C -3.0621 -2.2701 -3.0710 0.000
C 1.2128 1.4000 -2.3212 -0.001
H 0.7800 5.4314 3.1380 0.000
H -0.0309 -5.0134 2.6805 0.000
H 1.1819 -1.2854 5.1973 -0.001
H 0.0015 3.7520 -4.4154 0.000
H -2.0821 3.1646 -3.2525 0.000
H -3.1072 3.6291 3.3403 0.000
H -2.1704 1.6611 2.1309 0.000
H 0.6002 -3.5351 4.3671 0.001
H 1.1465 0.6373 3.6644 0.000
H -3.2270 -1.7203 -2.1423 0.000
H -1.1305 -4.3397 1.4891 0.000
H 5.1217 4.3821 1.8207 0.000
H 2.1210 2.6142 -3.8351 0.000
H 0.8026 -5.9982 -2.5276 0.000
H -3.1887 -4.9262 -3.6369 0.000
H 2.8503 5.0657 2.5259 0.000
H -2.5639 0.2831 -1.1015 0.000
H -1.4382 -6.6324 -3.3740 0.000
H 1.2673 -3.6307 -1.9648 0.000
H 0.5689 -4.6213 1.0788 0.000
H -2.8028 -1.5441 -3.8463 0.000
H 3.4507 0.6901 0.4226 0.000
H 2.1254 0.8777 -2.0580 0.000
H -2.5193 1.8466 -0.2952 0.000
H 5.4471 2.1437 0.7598 0.000
H -0.3235 -3.0274 -0.0867 0.000
H -1.5926 5.5543 3.8296 0.000
H -0.5716 -0.9032 -2.7847 0.000
H -4.0047 -2.7290 -3.3599 0.000
H -3.3216 1.6893 -1.8484 0.000


Entry 6:
72
Properties=species:S:1:pos:R:3:lowdin_spin:R:1 method="wB97M-V/def2-TZVPD" spin_multiplicity=5 total_charge=-2 e_above_lowest_kcal_mol=246.94
Ru -1.6430 -1.0203 -1.7212 2.395
Ge 1.3235 -0.6252 0.2372 0.221
O -2.7402 -2.0994 -3.1182 0.068
O -2.0629 0.6760 -2.8796 0.063
O -2.4040 -1.8114 0.3044 0.069
O -2.5825 -3.8954 -4.5688 0.013
N -0.9061 -3.2855 -1.5224 0.047
N -1.5231 -3.9785 -2.5975 0.003
N -2.2568 2.0805 -0.9600 0.011
N -2.4129 0.9460 -0.2005 0.069
C 2.8152 2.2564 2.9929 0.002
C 0.9910 -3.3483 1.4888 0.009
C 3.0218 -1.2002 -0.4864 0.010
C -0.7410 4.3638 -4.7359 0.000
C -1.6958 5.3532 -4.4110 0.000
C 2.6689 1.0894 2.2749 0.005
C -0.7374 3.2197 -3.9009 0.001
C 4.6450 -0.9656 -2.2265 0.003
C -1.9531 3.0336 -3.0160 0.002
C 0.8913 -1.8878 1.6701 0.035
C -2.6806 1.0787 1.0744 0.004
C 1.6577 1.0053 1.2497 0.039
C -2.7157 -2.4690 2.4439 0.003
C 0.6717 -2.3543 4.0882 0.003
C 0.7954 -1.4143 3.0250 0.009
C 1.8551 3.3546 2.8382 -0.001
C 5.3164 -1.6363 0.0017 0.001
C -2.0868 1.8085 -2.2004 0.009
C 0.8651 3.2697 1.9078 0.001
C 0.1447 -0.7133 -1.2224 0.808
C 3.3786 -0.9568 -1.8027 0.016
C -2.8478 2.5102 1.7144 0.003
C -2.8987 4.0367 -2.7717 0.000
C 0.7581 -4.2502 2.5610 0.000
C 4.0426 -1.4546 0.4277 0.004
C -2.7565 5.2668 -3.4613 0.000
C -2.3510 -3.2695 -3.5146 0.011
C -2.8391 -0.0495 1.9153 0.005
C -2.6961 -1.3366 1.4361 0.002
C 0.7930 2.0819 1.0997 0.008
C 5.5922 -1.4175 -1.3386 0.004
C 0.7417 -3.7351 3.9575 0.004
H -3.5818 3.7886 -2.0380 0.000
H 3.9170 -1.2831 1.4540 0.000
H -3.4620 -2.4952 3.1859 0.001
H 0.0614 -3.4936 -1.4775 0.010
H -3.0435 -3.9530 1.7285 0.000
H 6.0284 -1.8851 0.6083 0.000
H 6.5979 -1.4220 -1.6161 0.000
H 0.6760 -4.3856 4.7383 0.000
H -0.1810 2.2933 -4.1108 0.001
H -3.8357 2.6075 2.0605 0.000
H 0.1762 -2.1176 4.9530 0.000
H -2.2870 2.6166 2.5105 0.000
H -3.4048 6.0693 -3.3570 0.000
H 0.2180 4.1182 1.6931 0.000
H -0.0070 -0.4143 3.3325 0.000
H -1.8619 -2.8963 2.8983 0.000
H 2.6256 -0.6898 -2.5399 0.013
H 1.4522 -3.7002 0.7989 0.002
H 3.4475 0.4460 2.4818 0.000
H 4.8116 -0.6560 -3.1131 0.000
H -3.1581 -0.0114 2.8965 0.001
H -1.3164 -3.3916 -0.5972 0.003
H 3.5453 2.4136 3.6134 0.000
H 2.0215 4.0840 3.5306 0.000
H -0.0857 1.9060 0.5018 0.005
H 0.7527 -5.2088 2.4652 0.000
H -0.1586 4.5929 -5.4071 0.000
H -2.7276 3.2417 0.9839 0.000
H -1.7663 6.1416 -5.1615 0.000
H -0.8916 -4.5721 -3.0692 0.001